C3H6ClP | ωB97M-V with the def2-TZVPD basis set

XYZ file:
```
11
Properties=species:S:1:pos:R:3:lowdin_charge:R:1
C 0.368 -1.035 -1.055 -0.21
P 0.408 0.265 0.564 0.82
C -1.430 0.434 1.106 -0.28
C 1.641 1.678 0.281 -0.63
Cl 3.227 1.215 -0.743 0.22
H -0.518 -1.620 -1.062 -0.01
H 0.301 -0.271 -1.759 -0.03
H 1.179 -1.726 -1.290 0.03
H -1.933 1.406 1.024 0.04
H -1.866 -0.497 0.737 0.02
H -1.376 0.151 2.197 0.03
```

Properties
- Energy relative to the best compared isomer or geometry (same formula, charge and spin): 4.309 eV
- HOMO-LUMO gap (spin up / spin down): 7.8490 / 7.8481 eV
- E_HOMO (spin up / spin down): -8.628 / -8.628 eV
- Strongest force on any atom: 3.208 eV Å⁻¹
- E_tot: -919.2639 a.u.
- LUMO level (spin up / spin down): -0.8 / -0.8 eV
- Structure (SMILES): CP(C)#CCl